1.
{
  "formula": "C33H32ClMgN5O5PS6",
  "method": "wB97M-V/def2-TZVPD",
  "elements": ["Mg", "O", "S", "O", "O", "C", "C", "C", "C", "C", "C", "P", "C", "C", "C", "C", "C", "C", "C", "C", "C", "C", "C", "C", "H", "H", "H", "H", "H", "H", "H", "H", "H", "H", "H", "H", "H", "H", "Cl", "C", "C", "C", "C", "O", "C", "C", "O", "C", "H", "H", "H", "H", "C", "N", "C", "C", "N", "N", "C", "N", "N", "H", "H", "H", "H", "H", "H", "H", "H", "H", "H", "H", "C", "S", "C", "C", "S", "S", "C", "S", "S", "H", "H", "H"],
  "xyz": [[-0.05, -1.00, 0.47], [-1.39, 0.89, 3.96], [-0.86, 1.10, 2.62], [0.57, 1.34, 2.64], [-1.29, 0.06, 1.64], [-1.56, 2.57, 1.93], [-2.58, 3.24, 2.59], [-3.17, 4.34, 1.99], [-2.73, 4.76, 0.74], [-1.71, 4.08, 0.08], [-1.12, 2.96, 0.65], [0.30, 2.06, -0.19], [1.46, 3.51, -0.12], [2.12, 3.73, 1.10], [2.97, 4.81, 1.26], [3.20, 5.69, 0.21], [2.56, 5.48, -1.00], [1.69, 4.41, -1.17], [-0.26, 2.07, -1.94], [-1.60, 1.92, -2.28], [-1.99, 1.75, -3.60], [-1.04, 1.73, -4.61], [0.31, 1.84, -4.29], [0.69, 1.99, -2.96], [-2.88, 2.89, 3.57], [-3.96, 4.87, 2.50], [-3.19, 5.62, 0.27], [-1.38, 4.43, -0.89], [1.94, 3.04, 1.92], [3.45, 4.98, 2.22], [3.87, 6.54, 0.34], [2.72, 6.16, -1.83], [1.19, 4.28, -2.11], [-2.36, 1.90, -1.50], [-3.04, 1.62, -3.85], [-1.34, 1.60, -5.65], [1.06, 1.79, -5.07], [1.75, 2.03, -2.71], [-1.60, -2.25, -6.61], [-1.51, -1.95, -4.88], [-2.70, -1.95, -4.13], [-2.66, -1.70, -2.78], [-1.43, -1.43, -2.11], [-1.40, -1.20, -0.85], [-0.25, -1.45, -2.91], [1.04, -1.15, -2.33], [1.24, -0.74, -1.18], [-0.31, -1.72, -4.28], [-3.64, -2.16, -4.62], [-3.56, -1.71, -2.18], [1.90, -1.26, -3.00], [0.61, -1.73, -4.86], [3.81, -0.01, 2.92], [2.80, -0.86, 3.50], [3.13, -1.49, 4.77], [1.76, -1.27, 2.72], [1.74, -1.26, 1.43], [0.65, -1.72, 3.45], [-0.53, -2.22, 2.89], [-1.58, -2.23, 3.79], [-0.54, -2.71, 1.70], [4.26, 0.59, 3.72], [3.35, 0.67, 2.21], [4.61, -0.58, 2.43], [3.23, -0.73, 5.56], [4.07, -2.03, 4.70], [2.36, -2.20, 5.06], [2.62, -1.02, 0.99], [0.52, -1.23, 4.32], [-1.66, -1.37, 4.31], [-2.45, -2.47, 3.35], [-1.45, -3.10, 1.46], [-1.81, -5.14, -2.57], [-2.30, -4.67, -0.89], [-1.02, -5.41, 0.06], [0.30, -5.09, 0.00], [1.14, -3.99, -1.00], [1.26, -6.02, 1.17], [0.02, -6.90, 1.95], [0.26, -7.94, 3.22], [-1.52, -6.59, 1.26], [-2.42, -4.56, -3.25], [-1.97, -6.21, -2.72], [-0.76, -4.88, -2.70]],
  "lowdin_charge": [0.459, -0.321, 0.485, -0.348, -0.367, -0.253, -0.055, -0.079, -0.076, -0.088, -0.294, 1.174, -0.325, -0.090, -0.089, -0.103, -0.091, -0.097, -0.366, -0.087, -0.075, -0.089, -0.086, -0.128, 0.109, 0.101, 0.101, 0.109, 0.081, 0.100, 0.096, 0.099, 0.090, 0.114, 0.106, 0.104, 0.104, 0.112, 0.600, -0.678, -0.124, -0.027, -0.370, -0.107, -0.155, -0.240, -0.111, -0.076, 0.103, 0.119, 0.137, 0.118, -0.051, -0.154, -0.046, -0.415, 0.139, 0.155, -0.494, 0.162, 0.127, 0.089, 0.083, 0.094, 0.088, 0.090, 0.085, 0.083, 0.137, 0.075, 0.107, 0.073, -0.381, 0.794, -1.047, -1.192, 0.541, 0.867, -1.551, 0.417, 0.858, 0.017, 0.033, -0.006],
  "charge": -1,
  "gap_ev": 6.057,
  "energy_ha": -5317.7844,
  "e_homo_ev": -3.88
}

2.
{
  "formula": "C35H37BBiF4N4O13P2SbTe",
  "method": "wB97M-V/def2-TZVPD",
  "elements": ["Bi", "O", "C", "C", "C", "N", "C", "C", "C", "O", "O", "C", "O", "O", "H", "H", "H", "C", "C", "O", "P", "O", "O", "O", "P", "O", "O", "O", "H", "H", "H", "H", "H", "H", "H", "C", "Te", "C", "H", "H", "H", "H", "H", "H", "C", "C", "C", "C", "C", "C", "C", "Sb", "C", "C", "C", "C", "C", "C", "C", "C", "C", "C", "C", "C", "C", "C", "H", "H", "H", "H", "H", "H", "H", "H", "H", "H", "H", "H", "H", "H", "H", "H", "H", "H", "H", "H", "H", "F", "B", "F", "F", "F", "O", "N", "C", "C", "N", "C", "N"],
  "xyz": [[12.02, 12.94, 10.18], [5.84, 14.77, 9.13], [7.02, 14.15, 9.39], [7.67, 13.71, 8.22], [9.01, 13.31, 8.40], [9.62, 13.08, 9.52], [8.88, 13.28, 10.62], [7.64, 13.98, 10.60], [9.44, 12.84, 11.94], [8.73, 12.61, 12.91], [10.71, 12.66, 11.99], [9.90, 13.21, 7.13], [9.39, 12.92, 6.05], [11.16, 13.47, 7.27], [5.28, 15.03, 9.92], [7.16, 13.67, 7.24], [7.12, 14.14, 11.51], [16.69, 14.09, 9.61], [15.20, 13.83, 10.01], [14.34, 13.36, 9.02], [14.38, 15.38, 10.52], [15.24, 16.28, 11.55], [14.33, 16.36, 9.25], [12.98, 15.02, 10.97], [15.00, 12.60, 11.52], [15.22, 13.61, 12.77], [16.01, 11.50, 11.46], [13.52, 12.16, 11.63], [16.78, 14.51, 8.59], [17.30, 13.21, 9.67], [17.23, 14.79, 10.27], [16.95, 11.00, 12.52], [15.20, 16.05, 12.52], [13.57, 16.09, 8.67], [14.56, 13.39, 13.50], [13.67, 14.33, 5.58], [11.79, 13.50, 5.12], [12.30, 11.48, 5.62], [13.80, 15.25, 4.97], [14.38, 13.49, 5.29], [13.67, 14.56, 6.63], [12.52, 10.96, 4.68], [11.38, 11.10, 6.10], [13.11, 11.49, 6.32], [9.61, 8.13, 16.86], [8.37, 8.43, 16.00], [7.08, 7.98, 16.36], [5.96, 8.56, 15.83], [6.11, 9.58, 14.84], [7.38, 10.00, 14.46], [8.53, 9.42, 15.03], [10.36, 10.31, 14.26], [11.58, 8.67, 13.76], [12.87, 8.62, 14.24], [13.73, 7.63, 13.80], [13.22, 6.51, 13.10], [11.90, 6.56, 12.68], [11.07, 7.67, 12.92], [9.69, 7.71, 12.29], [11.38, 11.73, 15.72], [12.77, 11.83, 15.88], [13.33, 12.23, 17.07], [12.52, 12.80, 18.03], [11.16, 12.80, 17.88], [10.58, 12.31, 16.73], [9.09, 12.45, 16.47], [10.48, 8.37, 16.27], [9.59, 7.06, 17.15], [9.63, 8.75, 17.78], [7.05, 7.18, 17.13], [4.93, 8.36, 16.21], [5.29, 10.10, 14.37], [7.53, 10.83, 13.80], [13.24, 9.45, 14.82], [14.78, 7.66, 13.96], [13.93, 5.78, 12.70], [11.43, 5.77, 12.10], [9.40, 8.77, 12.21], [8.86, 7.18, 12.87], [9.82, 7.36, 11.22], [13.38, 11.54, 14.98], [14.44, 12.23, 17.22], [12.87, 13.26, 18.98], [10.47, 13.14, 18.69], [8.66, 13.28, 16.99], [8.55, 11.55, 16.77], [8.93, 12.60, 15.37], [12.20, 10.79, 8.83], [11.07, 9.96, 8.80], [11.45, 8.63, 8.79], [10.31, 10.19, 10.04], [10.33, 10.33, 7.64], [17.78, 10.64, 13.09], [17.79, 9.25, 13.00], [18.22, 8.88, 11.82], [18.70, 9.83, 10.84], [19.06, 10.67, 10.07], [18.20, 7.52, 11.52], [18.38, 6.36, 11.37]],
  "lowdin_charge": [2.151, 0.040, -0.301, 0.095, -0.165, 0.024, -0.162, 0.068, -0.627, -0.030, -0.241, -0.671, -0.118, -0.371, 0.135, 0.144, 0.104, -0.064, -0.680, -0.372, 0.510, -0.143, -0.122, -0.436, 0.451, -0.181, -0.279, -0.473, 0.090, 0.039, 0.070, 0.063, 0.105, 0.105, 0.101, -0.487, 1.227, -0.362, -0.016, 0.010, -0.056, -0.010, -0.010, 0.004, -0.056, -0.297, -0.086, -0.101, -0.085, -0.138, -0.336, 1.649, -0.367, -0.142, -0.085, -0.078, -0.063, -0.303, -0.074, -0.240, -0.150, -0.118, -0.128, -0.096, -0.316, -0.066, 0.022, 0.077, 0.087, 0.109, 0.103, 0.090, 0.058, 0.062, 0.079, 0.098, 0.108, 0.033, 0.099, 0.099, 0.100, 0.114, 0.106, 0.121, 0.065, 0.068, 0.063, 0.030, -1.220, 0.135, 0.029, 0.090, -0.128, 0.092, -0.316, -0.134, 0.184, -0.166, 0.160],
  "charge": -2,
  "gap_ev": [2.571, 2.570],
  "energy_ha": -4383.2877,
  "e_homo_ev": [0.20, 0.20]
}

3.
{
  "formula": "C46H57BCrN6O4SSe",
  "method": "wB97M-V/def2-TZVPD",
  "elements": ["Cr", "O", "C", "C", "C", "C", "C", "C", "C", "C", "N", "H", "H", "H", "H", "H", "H", "H", "H", "H", "H", "H", "N", "C", "C", "C", "C", "C", "C", "S", "O", "O", "O", "H", "H", "H", "H", "H", "H", "C", "C", "C", "C", "C", "C", "C", "C", "C", "C", "C", "C", "N", "B", "N", "C", "C", "C", "C", "C", "C", "C", "C", "C", "C", "C", "C", "C", "C", "H", "H", "H", "H", "H", "H", "H", "H", "H", "H", "H", "H", "H", "H", "H", "H", "H", "H", "H", "H", "H", "H", "H", "H", "H", "H", "H", "H", "H", "H", "H", "H", "H", "H", "H", "H", "Se", "N", "C", "C", "C", "C", "C", "C", "N", "H", "H", "H", "H"],
  "xyz": [[-3.94, -19.25, 5.15], [-3.81, -20.89, 6.81], [-5.09, -21.43, 7.23], [-5.72, -20.78, 8.42], [-5.56, -19.27, 8.48], [-6.28, -18.54, 7.28], [-7.72, -18.50, 7.29], [-8.35, -17.78, 6.34], [-7.65, -17.12, 5.35], [-6.27, -17.26, 5.34], [-5.63, -18.05, 6.21], [-3.32, -20.80, 7.61], [-4.89, -22.52, 7.49], [-5.70, -21.35, 6.34], [-5.25, -21.07, 9.33], [-6.73, -21.12, 8.39], [-4.49, -18.97, 8.67], [-6.11, -18.98, 9.37], [-8.27, -19.10, 8.08], [-9.41, -17.86, 6.27], [-8.14, -16.49, 4.59], [-5.71, -16.89, 4.55], [-2.84, -17.98, 6.50], [-1.93, -18.42, 7.55], [-2.00, -17.81, 8.80], [-0.95, -18.05, 9.65], [0.11, -18.88, 9.31], [0.07, -19.59, 8.10], [-0.93, -19.35, 7.21], [1.47, -19.19, 10.46], [1.27, -20.60, 10.68], [1.27, -18.27, 11.54], [2.64, -18.86, 9.67], [-2.48, -17.27, 5.94], [-3.62, -17.52, 6.97], [-2.85, -17.14, 9.05], [-0.87, -17.50, 10.57], [0.84, -20.33, 8.05], [-1.04, -19.82, 6.29], [-5.62, -16.60, 1.74], [-4.13, -16.98, 1.91], [-3.41, -16.87, 0.57], [-3.43, -16.21, 2.97], [-4.03, -15.03, 3.52], [-3.40, -14.40, 4.56], [-2.09, -14.77, 4.94], [-1.45, -15.91, 4.42], [-0.01, -16.27, 4.72], [0.92, -15.48, 3.71], [0.42, -15.87, 6.11], [-2.19, -16.63, 3.51], [-1.69, -17.90, 3.09], [-2.27, -19.16, 3.56], [-1.50, -20.04, 2.61], [-0.56, -19.36, 1.82], [-0.75, -18.07, 2.07], [-1.50, -21.42, 2.24], [-0.68, -22.37, 2.89], [-0.73, -23.71, 2.56], [-1.47, -24.19, 1.50], [-2.20, -23.26, 0.79], [-2.16, -21.88, 1.09], [-2.83, -20.85, 0.17], [-2.86, -21.20, -1.36], [-4.30, -20.42, 0.57], [0.29, -22.09, 4.07], [-0.44, -22.20, 5.35], [1.17, -20.83, 4.04], [-6.04, -17.11, 0.85], [-5.79, -15.55, 1.52], [-6.33, -16.91, 2.55], [-4.06, -18.01, 2.18], [-3.49, -15.79, 0.36], [-3.90, -17.46, -0.24], [-2.37, -17.19, 0.72], [-4.97, -14.61, 3.29], [-3.74, -13.56, 5.11], [-1.63, -14.11, 5.67], [0.19, -17.35, 4.45], [0.90, -14.38, 3.83], [0.63, -15.72, 2.67], [1.95, -15.71, 4.04], [0.64, -14.77, 6.07], [1.36, -16.35, 6.35], [-0.28, -16.17, 6.87], [0.12, -19.87, 1.14], [-0.18, -17.25, 1.71], [-0.05, -24.34, 3.11], [-1.47, -25.23, 1.27], [-2.62, -23.61, -0.13], [-2.20, -19.90, 0.23], [-3.61, -21.96, -1.58], [-1.90, -21.55, -1.78], [-3.13, -20.32, -1.91], [-5.03, -21.25, 0.44], [-4.64, -19.49, 0.05], [-4.22, -20.14, 1.64], [0.93, -22.97, 3.97], [-1.21, -21.41, 5.39], [0.12, -21.93, 6.29], [-1.01, -23.18, 5.47], [1.78, -20.84, 3.15], [1.94, -20.74, 4.87], [0.57, -19.96, 3.94], [-6.89, -19.95, 3.39], [-5.27, -20.38, 3.96], [-5.02, -21.64, 3.60], [-3.88, -22.36, 4.05], [-3.83, -23.65, 3.66], [-4.77, -24.24, 2.77], [-5.90, -23.64, 2.35], [-6.01, -22.27, 2.80], [-7.18, -21.55, 2.70], [-3.20, -22.05, 4.80], [-2.92, -24.13, 4.01], [-4.65, -25.28, 2.44], [-6.66, -24.04, 1.57]],
  "mulliken_spin": [3.693, -0.013, 0.027, -0.003, 0.022, 0.017, 0.002, 0.000, 0.041, 0.170, 0.150, 0.010, 0.005, 0.002, -0.001, 0.002, 0.001, 0.001, 0.000, 0.000, 0.000, -0.143, -0.012, -0.027, 0.000, 0.001, 0.000, 0.015, 0.135, 0.000, 0.000, 0.000, 0.000, -0.047, 0.039, 0.000, 0.000, 0.000, -0.041, 0.005, 0.026, -0.001, -0.010, -0.042, 0.008, -0.004, 0.037, -0.006, 0.001, 0.000, 0.073, 0.002, -0.213, 0.003, -0.002, -0.006, 0.015, 0.001, 0.001, 0.000, 0.000, 0.007, -0.002, 0.000, 0.001, 0.002, 0.012, -0.001, 0.000, 0.000, -0.002, 0.028, 0.000, -0.001, 0.001, -0.002, 0.000, 0.000, -0.001, 0.000, 0.000, 0.000, 0.000, 0.000, 0.000, 0.001, 0.004, 0.000, 0.000, 0.000, 0.002, 0.000, 0.000, 0.000, 0.001, 0.000, 0.023, 0.000, 0.027, -0.001, 0.000, 0.000, 0.000, 0.003, 0.029, -0.078, -0.066, 0.085, 0.016, -0.006, 0.011, -0.005, 0.045, -0.068, -0.001, 0.000, 0.000],
  "s2": 6.04,
  "spin_multiplicity": 5,
  "gap_ev": [5.453, 5.390],
  "energy_ha": -6285.4377,
  "e_homo_ev": [-7.40, -7.40]
}

4.
{
  "formula": "C4H5N3",
  "method": "wB97M-V/def2-TZVPD",
  "elements": ["H", "N", "C", "C", "C", "N", "N", "C", "H", "H", "H", "H"],
  "xyz": [[0.59, -0.43, 2.94], [0.74, -0.87, 1.94], [0.54, -0.15, 0.83], [1.08, -0.76, -0.42], [0.02, -0.46, -1.45], [-0.80, 0.64, -1.31], [-1.14, 1.40, -0.15], [-0.32, 1.03, 0.80], [1.85, -1.60, -0.47], [-0.24, -1.21, -2.46], [-1.81, 0.92, -1.95], [-0.51, 1.50, 1.70]],
  "nbo_charge": [0.344, -0.704, 0.156, -0.325, 0.041, -0.458, -0.191, 0.002, 0.262, 0.245, 0.430, 0.198],
  "smiles": "[H]/N=c1/cc[nH]nc1",
  "gap_ev": 8.378,
  "energy_ha": -319.5175,
  "e_homo_ev": -7.97
}

5.
{
  "formula": "C42H41ClO2P2V",
  "method": "wB97M-V/def2-TZVPD",
  "elements": ["V", "C", "C", "C", "C", "C", "C", "C", "C", "C", "H", "H", "H", "H", "H", "H", "H", "H", "H", "H", "H", "H", "H", "H", "H", "P", "P", "C", "C", "C", "C", "C", "C", "C", "C", "C", "C", "C", "C", "C", "C", "C", "C", "C", "C", "C", "C", "C", "C", "C", "C", "C", "C", "H", "H", "H", "H", "H", "H", "H", "H", "H", "H", "H", "H", "H", "H", "H", "H", "H", "H", "H", "H", "H", "H", "Cl", "C", "C", "C", "C", "C", "C", "C", "O", "O", "H", "H", "H", "H"],
  "xyz": [[-0.19, -0.56, 0.45], [-2.67, 0.03, 3.36], [-3.07, 0.24, 2.10], [-2.95, 1.60, 1.50], [-1.67, 1.97, 0.71], [-0.62, 2.66, 1.54], [-0.45, 2.44, 2.87], [-1.50, 2.39, 3.97], [-2.28, 1.09, 4.35], [1.86, -0.49, 0.42], [-2.36, -1.00, 3.55], [-3.15, -0.61, 1.36], [-3.15, 2.47, 2.11], [-3.73, 1.55, 0.74], [-1.35, 1.06, 0.04], [-2.04, 2.73, -0.03], [0.26, 2.87, 0.89], [0.56, 2.63, 3.35], [-2.36, 3.11, 3.71], [-0.95, 2.75, 4.86], [-1.82, 0.57, 5.20], [-3.19, 1.40, 4.80], [1.97, -1.22, 1.33], [2.27, 0.50, 0.58], [1.54, -0.88, -0.65], [-0.30, -1.54, -2.15], [1.10, 0.82, -2.19], [-1.37, -0.12, -2.54], [-0.67, 1.01, -2.66], [-0.44, -2.48, -3.74], [-1.29, -2.18, -4.80], [-1.58, -3.14, -5.78], [-0.93, -4.37, -5.81], [0.14, -4.54, -4.92], [0.42, -3.59, -3.92], [-1.15, -2.67, -1.03], [-0.37, -3.29, -0.02], [-1.02, -4.18, 0.80], [-2.33, -4.54, 0.53], [-3.10, -4.03, -0.53], [-2.49, -3.05, -1.31], [1.92, 0.81, -3.89], [1.75, -0.27, -4.80], [2.10, -0.13, -6.15], [2.78, 1.00, -6.59], [3.18, 1.96, -5.66], [2.78, 1.86, -4.32], [1.62, 2.37, -1.52], [2.94, 2.43, -0.98], [3.41, 3.67, -0.54], [2.59, 4.82, -0.59], [1.28, 4.71, -1.03], [0.77, 3.48, -1.46], [-2.43, -0.26, -2.71], [-1.02, 1.95, -3.02], [-1.78, -1.20, -4.83], [-2.31, -2.88, -6.54], [-1.18, -5.15, -6.54], [0.75, -5.44, -4.95], [1.23, -3.76, -3.18], [0.70, -3.15, 0.22], [-0.48, -4.57, 1.64], [-2.76, -5.24, 1.23], [-4.14, -4.37, -0.71], [-3.07, -2.66, -2.16], [1.25, -1.18, -4.49], [1.77, -0.85, -6.88], [3.01, 1.14, -7.62], [3.78, 2.82, -5.97], [3.15, 2.61, -3.62], [3.57, 1.53, -0.99], [4.43, 3.74, -0.18], [2.97, 5.79, -0.25], [0.58, 5.54, -1.01], [-0.28, 3.38, -1.72], [1.28, 0.93, 9.85], [0.93, 0.44, 8.19], [0.85, -0.93, 7.87], [0.77, -1.31, 6.52], [0.85, -0.40, 5.45], [0.95, 0.96, 5.76], [0.97, 1.36, 7.12], [0.59, -0.92, 3.96], [0.69, -2.16, 3.70], [0.24, 0.02, 3.14], [0.86, -1.67, 8.66], [0.58, -2.34, 6.21], [0.97, 1.70, 4.96], [1.00, 2.41, 7.39]],
  "mulliken_spin": [1.340, -0.007, 0.024, -0.020, -0.028, 0.008, 0.002, 0.000, 0.002, -0.451, -0.002, 0.003, -0.003, 0.001, 0.084, -0.003, -0.022, 0.000, 0.000, 0.000, -0.001, 0.000, 0.003, -0.008, -0.082, 0.042, 0.042, 0.037, -0.017, 0.013, 0.002, 0.000, 0.002, 0.000, 0.008, 0.032, -0.014, 0.020, -0.002, 0.002, 0.013, 0.014, 0.008, -0.002, 0.008, -0.003, 0.008, 0.023, -0.008, -0.005, 0.007, -0.002, 0.006, -0.002, -0.004, 0.001, 0.000, 0.000, 0.000, 0.001, -0.003, 0.000, 0.000, 0.000, 0.001, 0.004, 0.000, 0.000, 0.000, 0.001, 0.003, 0.000, 0.000, 0.000, 0.000, 0.000, 0.000, -0.001, -0.001, -0.002, 0.001, 0.000, 0.001, -0.005, -0.073, 0.000, 0.000, -0.001, 0.000],
  "s2": 1.14,
  "charge": 2,
  "spin_multiplicity": 2,
  "gap_ev": [3.350, 3.445],
  "energy_ha": -3861.4627,
  "e_homo_ev": [-12.43, -12.43]
}

6.
{
  "formula": "C3H2ClO3",
  "method": "wB97M-V/def2-TZVPD",
  "elements": ["O", "C", "O", "C", "Cl", "C", "O", "H", "H"],
  "xyz": [[2.37, 1.87, 0.00], [2.82, 0.71, 0.00], [3.96, 0.26, 0.06], [1.61, -0.27, 0.04], [1.60, -2.02, -0.07], [0.25, 0.26, -0.15], [-0.86, -0.48, 0.17], [0.28, 1.42, -0.26], [-0.53, -1.32, 0.52]],
  "nbo_charge": [-0.762, 0.741, -0.734, -0.279, -0.095, 0.107, -0.703, 0.244, 0.481],
  "smiles": "O=C([O-])/C(Cl)=C/O",
  "charge": -1,
  "gap_ev": 7.663,
  "energy_ha": -801.4546,
  "e_homo_ev": -4.21
}